Record 1
DFT (ωB97M-V/def2-TZVPD) results for a structure of composition C23H26N5O11SV at a distorted geometry.

Expectation value of S² = 0.964
Energy = -90766.116 eV
HOMO-LUMO gap (spin up / spin down) = 4.019 / 4.395 eV
HOMO level (spin up / spin down) = -1.7625 / -2.1432 eV

```
! wB97M-V def2-TZVPD RIJCOSX def2/J DEFGRID3
* xyz -1 2
V -0.34925 0.34832 -0.75324
C 1.41448 -2.85223 3.40019
N 0.12602 -2.19027 3.27781
C -0.26270 -1.31333 4.37195
C -0.66835 -2.25317 2.18521
O -1.79652 -1.78643 2.16722
C -0.12296 -3.02390 0.97499
O -0.65401 -2.60815 -0.27952
C -2.04131 -2.71344 -0.43995
C -2.68437 -1.34273 -0.55465
O -1.99222 -0.30495 -0.60284
N -4.05653 -1.29279 -0.67041
C -4.67778 -0.03565 -1.03570
C -4.83855 -2.48114 -0.90711
H 1.61206 -3.01070 4.46029
H 2.22624 -2.25827 2.97506
H 1.40506 -3.82135 2.90261
H -0.62388 -1.89406 5.22602
H -1.05016 -0.65204 4.01992
H 0.60024 -0.71963 4.68078
H -0.34040 -4.09017 1.13438
H 0.94907 -2.88353 0.86134
H -2.47809 -3.28269 0.38689
H -2.22615 -3.25527 -1.37976
H -3.98356 0.77379 -0.83241
H -5.58542 0.11587 -0.44850
H -4.93581 -0.02006 -2.10356
H -4.54971 -3.28200 -0.22806
H -4.73672 -2.84699 -1.94052
H -5.88781 -2.24798 -0.73231
O 2.86292 -1.35465 0.53759
C 2.17329 -0.37436 0.27757
O 1.31363 -0.33108 -0.68540
C 2.26929 0.86459 1.10874
C 3.48706 1.33973 1.50248
C 3.56297 2.49749 2.28903
C 2.40713 3.09875 2.74977
C 1.16029 2.58928 2.42245
C 1.02553 1.47714 1.50553
O -0.08224 1.02042 1.09992
N 0.02900 3.24814 3.00999
O -1.09402 2.85032 2.77385
O 0.23821 4.18850 3.77237
N 4.83717 3.05345 2.62194
O 4.87952 4.03932 3.34362
O 5.84006 2.51988 2.17041
H 4.39091 0.83338 1.19572
H 2.46715 3.97125 3.38011
C -0.70412 3.23483 -0.65017
O -0.54083 2.00181 -1.29457
H -1.17566 3.11840 0.32865
H -1.33589 3.88807 -1.26595
H 0.26414 3.74046 -0.51794
S -0.92047 -1.16722 -5.08318
C -1.21556 -0.92122 -3.38439
N -0.36063 -0.13818 -2.76143
C 0.59535 0.34059 -3.63555
C 1.64537 1.21643 -3.33529
C 2.54552 1.55336 -4.32746
C 2.41536 1.06656 -5.62802
C 1.35721 0.23768 -5.96188
C 0.46459 -0.11629 -4.96271
H -2.06615 -1.39503 -2.92332
H 1.73298 1.61128 -2.33533
H 3.37774 2.20571 -4.09437
H 3.13674 1.34339 -6.38637
H 1.22554 -0.12724 -6.97253
*
```

Here are the Löwdin charges for atoms 1 to 4, given in e:
1 V 0.83
2 C -0.04
3 N -0.14
4 C -0.03


Record 2
DFT (ωB97M-V/def2-TZVPD) results for a structure of composition C23H27AsHgN2SSbSe4.

Energy relative to the best compared isomer or geometry (same formula, charge and spin) = 0.0 kJ/mol
Expectation value of S² = 0.765
Energy = -371044.079 eV
HOMO-LUMO gap (spin up / spin down) = 5.399 / 5.344 eV
HOMO level (spin up / spin down) = -1.1538 / -1.3192 eV

```
! wB97M-V def2-TZVPD RIJCOSX def2/J DEFGRID3
* xyz -2 2
Hg 0.35347 -1.77903 0.63137
Se 2.90586 -4.29336 -3.74712
Sb 1.59073 -3.96521 -1.72525
Se -2.00729 -1.90649 -0.28683
Se 2.75166 -2.14826 -0.32016
Se 1.34831 -5.89775 -0.24874
C 0.69012 -4.06453 3.44347
N -0.67979 -3.62733 3.22873
C -1.46044 -4.51975 2.35892
C -0.99521 -2.31570 3.35259
S 0.16968 -1.08668 3.48623
N -2.30088 -1.98888 3.35066
C -2.74272 -0.64221 3.06104
C -3.35594 -2.91062 3.72071
H 0.66402 -5.11940 3.72391
H 1.15072 -3.47803 4.23465
H 1.29299 -3.97427 2.53556
H -0.78278 -4.98183 1.64149
H -2.17726 -3.94809 1.76938
H -1.95471 -5.30542 2.93876
H -2.04601 -0.16774 2.37551
H -2.83329 -0.05020 3.97862
H -3.70804 -0.70898 2.55829
H -2.93954 -3.77603 4.22378
H -3.92545 -3.24120 2.84730
H -4.03580 -2.39991 4.41023
C -3.25378 4.04614 -1.74145
C -1.97478 4.53255 -1.97323
C -0.86834 3.75332 -1.66596
C -1.03314 2.48687 -1.11390
C -2.32053 1.99832 -0.88868
C -3.42500 2.77762 -1.20554
As 0.39530 1.23359 -0.69637
C 1.85543 2.43978 -0.23606
C 3.15769 2.01592 -0.50072
C 4.24210 2.75360 -0.05193
C 4.04426 3.92144 0.67543
C 2.75359 4.34188 0.95731
C 1.66662 3.60292 0.50705
C 0.96116 0.79972 -2.51184
C 0.55408 -0.43524 -3.01163
C 0.95936 -0.84451 -4.27708
C 1.76501 -0.01835 -5.04496
C 2.16155 1.21908 -4.55509
C 1.76248 1.62632 -3.29183
H -4.11704 4.65500 -1.98703
H -1.83846 5.51882 -2.40357
H 0.12801 4.13138 -1.86190
H -2.44879 0.99211 -0.49268
H -4.42133 2.38501 -1.03836
H 3.32121 1.09558 -1.05428
H 5.24654 2.40685 -0.26416
H 4.89368 4.49459 1.02964
H 2.58860 5.24635 1.53262
H 0.66348 3.93626 0.74204
H -0.08164 -1.07993 -2.41072
H 0.67827 -1.82533 -4.63911
H 2.10393 -0.35059 -6.01966
H 2.80351 1.86037 -5.14947
H 2.10457 2.57945 -2.89999
*
```

Here are the Löwdin charges for atoms 1 to 4, given in e:
1 Hg 0.25
2 Se -0.35
3 Sb -0.15
4 Se -0.35